# 1
{"formula": "C5H10O", "method": "the ωB97M-V functional and the def2-TZVPD basis", "de_lowest_kcal_mol": 148.5, "total_charge": 0, "gap_ha": 0.23287, "max_force_ev_per_a": 5.1, "total_energy_ev": -7388.3249, "lumo_energy_ev": -1.97, "species": ["O", "C", "C", "C", "C", "C", "H", "H", "H", "H", "H", "H", "H", "H", "H", "H"], "coordinates": [[-0.43545, 0.90369, 1.93303], [-1.22200, 1.18686, 0.91194], [-0.90614, 0.78829, -0.63366], [0.34955, 0.26390, -1.21243], [1.19030, -0.39461, -0.06531], [0.51354, -1.73149, 0.23154], [-1.36697, 2.26957, 0.86961], [-1.60005, 1.37548, -1.18358], [-2.22088, 0.73912, 1.09890], [1.25438, 1.26156, -1.54364], [0.41759, -0.39723, -2.10068], [0.95371, 0.19545, 0.79449], [2.27623, -0.46286, 0.04757], [0.41716, -1.95641, 1.32746], [0.92773, -2.56128, -0.34972], [-0.54869, -1.48004, -0.12553]], "lowdin_charge": [-0.188, -0.413, 0.098, -0.197, -0.300, -0.108, 0.145, 0.079, 0.141, 0.236, 0.110, 0.044, 0.111, 0.091, 0.068, 0.083]}



# 2
{"formula": "C8H10O", "method": "the ωB97M-V functional and the def2-TZVPD basis", "de_lowest_kcal_mol": 136.9, "total_charge": 0, "gap_ha": [0.27564, 0.26116], "max_force_ev_per_a": 4.0, "total_energy_ev": -10499.6669, "lumo_energy_ev": [-1.33, -1.66], "species": ["C", "C", "C", "C", "C", "C", "C", "C", "O", "H", "H", "H", "H", "H", "H", "H", "H", "H", "H"], "coordinates": [[0.13199, -1.40055, 0.05700], [-1.06553, 0.07663, -1.20832], [-0.98040, -1.55516, -0.65664], [-1.64031, 0.25049, -2.33584], [-0.38803, 0.88141, -0.17773], [0.57238, -0.07493, 0.71191], [2.06745, 0.19846, 0.33240], [0.15329, -0.08175, 2.21462], [-1.68245, -2.38936, -1.19777], [-1.84562, -0.60418, -2.96277], [-1.73142, 1.13175, -2.87844], [0.17225, 1.70445, -0.45280], [-1.20133, 1.31878, 0.38814], [2.07444, 1.02061, -0.50052], [2.59085, -0.71868, -0.19128], [2.67501, 0.58197, 1.16223], [-0.93435, -0.13291, 2.27402], [0.50671, 0.82718, 2.79089], [0.52506, -1.03421, 2.63089]], "lowdin_charge": [0.227, -0.172, -0.400, 0.072, -0.103, -0.472, -0.053, -0.042, 0.063, 0.083, 0.057, 0.080, 0.124, 0.098, 0.110, 0.064, 0.076, 0.101, 0.084]}



# 3
{"formula": "C7H5Br2N3O2S", "method": "the ωB97M-V functional and the def2-TZVPD basis", "de_lowest_kcal_mol": 0.0, "total_charge": 0, "gap_ha": 0.33587, "max_force_ev_per_a": 1.7, "total_energy_ev": -166820.3330, "lumo_energy_ev": -0.92, "species": ["C", "C", "C", "C", "C", "C", "C", "N", "N", "N", "O", "O", "S", "Br", "Br", "H", "H", "H", "H", "H"], "coordinates": [[1.96840, -0.30554, -1.19190], [1.78209, -0.18066, 0.19472], [-0.76090, -0.46202, 0.65252], [0.34034, 0.33240, 0.01697], [0.58640, 0.18008, -1.52982], [-2.02015, -0.67322, 0.23836], [0.30863, 1.77172, 0.52989], [3.15484, -0.73118, -1.52879], [2.80987, -0.48842, 0.93091], [-2.94827, -1.42845, 1.07435], [-2.52974, -1.81669, 2.13972], [-4.05489, -1.60252, 0.63625], [3.98923, -0.94681, -0.12815], [-2.80764, -0.16876, -1.38066], [-1.37465, 2.69492, 0.18153], [-0.51264, -0.87132, 1.62785], [0.56569, 1.11349, -2.09364], [-0.04065, -0.55471, -2.02666], [1.08816, 2.36045, 0.04769], [0.45588, 1.77724, 1.60886]], "lowdin_charge": [-0.356, -0.347, -0.031, -0.422, -0.033, -0.595, -0.508, -0.211, -0.199, -0.436, 0.081, 0.028, 0.981, 0.859, 0.669, 0.141, 0.127, 0.090, 0.080, 0.082]}



# 4
{"formula": "C24H45ClFO7P", "method": "the ωB97M-V functional and the def2-TZVPD basis", "total_charge": 0, "gap_ha": 0.34488, "max_force_ev_per_a": 5.6, "total_energy_ev": -64478.5953, "smiles": "CCCCO[C@@]1(CC(=O)OC(C)=O)COC(=O)[C@]1(F)P(O)Cl.CCCCCC.CCCCCC", "lumo_energy_ev": 0.02, "species": ["C", "C", "C", "C", "O", "C", "C", "C", "O", "O", "C", "C", "O", "C", "O", "C", "O", "C", "F", "P", "O", "Cl", "H", "H", "H", "H", "H", "H", "H", "H", "H", "H", "H", "H", "H", "H", "H", "H", "H", "C", "C", "C", "C", "C", "C", "H", "H", "H", "H", "H", "H", "H", "H", "H", "H", "H", "H", "H", "H", "C", "C", "C", "C", "C", "C", "H", "H", "H", "H", "H", "H", "H", "H", "H", "H", "H", "H", "H", "H"], "coordinates": [[-1.47911, 6.43522, 0.43309], [-0.26855, 6.03148, -0.45880], [-0.75159, 5.21779, -1.70350], [-0.45829, 3.70995, -1.61776], [0.92079, 3.40762, -1.81563], [1.27196, 2.05374, -1.54242], [0.16982, 0.95893, -1.56418], [0.67722, -0.48263, -1.81053], [0.04256, -1.21331, -2.48067], [1.88586, -0.93688, -1.30235], [1.63149, -2.07626, -0.48021], [1.04019, -1.74008, 0.90020], [1.88743, -3.14015, -0.81286], [2.37847, 1.75578, -2.63797], [3.58427, 1.29138, -1.99611], [3.56008, 1.31331, -0.63055], [4.30451, 0.82865, 0.09915], [2.25394, 2.13398, -0.32022], [2.78539, 3.45183, -0.43955], [1.54291, 2.17844, 1.44498], [2.26354, 0.92780, 2.25514], [2.39680, 3.89784, 2.29959], [-1.17471, 7.29209, 1.05991], [-2.34121, 6.78368, -0.16231], [-1.82707, 5.61678, 1.08526], [0.52071, 5.50885, 0.10433], [0.14658, 6.98140, -0.84417], [-1.85661, 5.29665, -1.72935], [-0.40386, 5.66402, -2.65057], [-1.01103, 3.24610, -2.46420], [-0.88350, 3.35088, -0.66047], [-0.58543, 1.13884, -2.34416], [-0.38579, 1.03645, -0.60720], [1.72197, -0.98627, 1.33255], [1.01493, -2.66810, 1.48129], [0.01386, -1.34833, 0.80208], [2.06301, 1.13267, -3.48970], [2.70867, 2.71157, -3.08125], [2.62749, 1.22073, 3.10627], [-6.07529, -1.87502, -3.92838], [-6.10247, -0.43162, -4.41994], [-4.71060, 0.15077, -4.66318], [-3.81647, 0.23753, -3.42544], [-4.40136, 1.04986, -2.27261], [-4.62262, 2.51110, -2.63070], [-5.56906, -1.96481, -2.96568], [-7.09209, -2.25167, -3.80151], [-5.56496, -2.52073, -4.64639], [-6.65681, 0.18782, -3.70891], [-6.66168, -0.39405, -5.35919], [-4.81859, 1.14562, -5.10630], [-4.19812, -0.45634, -5.41666], [-2.85318, 0.67137, -3.71761], [-3.58716, -0.76808, -3.06096], [-3.70560, 1.00103, -1.42827], [-5.33709, 0.60613, -1.92199], [-3.67397, 2.96111, -2.93661], [-5.00094, 3.06011, -1.76572], [-5.34358, 2.64310, -3.43885], [3.66807, -3.64698, 2.49271], [2.68936, -3.68398, 3.66143], [3.36866, -3.54707, 5.02358], [4.34984, -4.66602, 5.37655], [3.75892, -6.07566, 5.36443], [2.64787, -6.27300, 6.39024], [4.37380, -4.47805, 2.53093], [3.12876, -3.71720, 1.54626], [4.23521, -2.71275, 2.48991], [2.10087, -4.60540, 3.61873], [1.97819, -2.86025, 3.54601], [2.59639, -3.48127, 5.79641], [3.90610, -2.59327, 5.05796], [4.76263, -4.46326, 6.37036], [5.20010, -4.63583, 4.68869], [4.56081, -6.78807, 5.57823], [3.38636, -6.32512, 4.36698], [3.01153, -6.07289, 7.40078], [2.28365, -7.30179, 6.36190], [1.79681, -5.61776, 6.19568]], "lowdin_charge": [-0.119, -0.232, -0.169, -0.210, -0.085, -0.360, 0.009, -0.448, 0.186, 0.074, -0.477, 0.041, 0.217, -0.034, 0.036, -0.453, 0.204, -0.385, -0.079, 0.680, -0.368, 0.244, 0.068, 0.069, 0.070, 0.089, 0.103, 0.104, 0.117, 0.117, 0.131, 0.123, 0.122, 0.066, 0.078, 0.099, 0.148, 0.144, 0.056, -0.112, -0.271, -0.227, -0.231, -0.271, -0.109, 0.065, 0.069, 0.076, 0.098, 0.104, 0.101, 0.111, 0.101, 0.103, 0.098, 0.100, 0.063, 0.071, 0.068, -0.097, -0.272, -0.229, -0.230, -0.271, -0.114, 0.071, 0.051, 0.082, 0.103, 0.088, 0.101, 0.109, 0.109, 0.101, 0.104, 0.098, 0.074, 0.069, 0.064]}



# 5
{"formula": "C7H9F2N2", "method": "the ωB97M-V functional and the def2-TZVPD basis", "de_lowest_kcal_mol": 1.3, "total_charge": 1, "gap_ha": 0.30677, "max_force_ev_per_a": 5.3, "total_energy_ev": -15810.4733, "lumo_energy_ev": -3.92, "species": ["C", "C", "C", "C", "C", "C", "C", "N", "N", "F", "F", "H", "H", "H", "H", "H", "H", "H", "H", "H"], "coordinates": [[-1.61907, 3.03151, -0.23436], [-0.78972, 2.24305, -1.04991], [-1.95122, 2.60779, 1.04777], [-0.50791, 0.72335, 0.75930], [-0.21316, 1.10124, -0.48004], [-1.39613, 1.43759, 1.54732], [1.08569, -2.82993, 0.24086], [0.78992, -3.76461, -0.62606], [2.12172, -1.94338, -0.28109], [0.66979, 0.22525, -1.09977], [-1.74059, 1.00509, 2.73236], [-1.97720, 3.98305, -0.58477], [-0.37890, 2.56118, -2.03747], [-2.52740, 3.29112, 1.54920], [0.10725, -0.05702, 1.24620], [0.18653, -4.52900, -0.21434], [1.26911, -3.93759, -1.43360], [2.47849, -1.49058, 0.57176], [1.64730, -1.27499, -0.83907], [2.74549, -2.38312, -0.81431]], "lowdin_charge": [-0.042, 0.002, 0.016, 0.024, -0.258, -0.274, -0.046, 0.143, 0.202, -0.009, 0.124, 0.116, 0.134, 0.098, 0.130, 0.166, 0.084, 0.180, 0.105, 0.104]}



# 6
{"formula": "C2H9ClOSi2", "method": "the ωB97M-V functional and the def2-TZVPD basis", "de_lowest_kcal_mol": 0.0, "total_charge": 0, "gap_ha": 0.36419, "max_force_ev_per_a": 4.3, "total_energy_ev": -32546.8609, "smiles": "C[Si](C)(Cl)[SiH2]O", "lumo_energy_ev": 0.41, "species": ["C", "Si", "C", "Cl", "Si", "O", "H", "H", "H", "H", "H", "H", "H", "H", "H"], "coordinates": [[-1.85391, 0.45789, 0.73180], [-0.26019, 0.25295, -0.29447], [-0.43180, -0.19955, -2.12552], [0.60113, 2.17068, -0.54250], [1.36761, -0.85841, 1.18253], [2.58441, 0.28757, 1.33446], [-1.40229, 0.67436, 1.70184], [-2.42948, 1.32595, 0.43490], [-2.47416, -0.39240, 0.65615], [0.11932, 0.42733, -2.72864], [-0.00883, -1.15801, -2.14200], [-1.58480, -0.02909, -2.31106], [1.02232, -1.02379, 2.56360], [1.57591, -2.35664, 0.92151], [3.17473, 0.42116, 0.61740]], "lowdin_charge": [-0.247, 0.158, -0.255, 0.235, 0.472, -0.311, 0.017, 0.024, 0.008, -0.029, -0.013, 0.085, -0.080, -0.077, 0.013]}



Repeat the sixth record exactly.
{"formula": "C2H9ClOSi2", "method": "the ωB97M-V functional and the def2-TZVPD basis", "de_lowest_kcal_mol": 0.0, "total_charge": 0, "gap_ha": 0.36419, "max_force_ev_per_a": 4.3, "total_energy_ev": -32546.8609, "smiles": "C[Si](C)(Cl)[SiH2]O", "lumo_energy_ev": 0.41, "species": ["C", "Si", "C", "Cl", "Si", "O", "H", "H", "H", "H", "H", "H", "H", "H", "H"], "coordinates": [[-1.85391, 0.45789, 0.73180], [-0.26019, 0.25295, -0.29447], [-0.43180, -0.19955, -2.12552], [0.60113, 2.17068, -0.54250], [1.36761, -0.85841, 1.18253], [2.58441, 0.28757, 1.33446], [-1.40229, 0.67436, 1.70184], [-2.42948, 1.32595, 0.43490], [-2.47416, -0.39240, 0.65615], [0.11932, 0.42733, -2.72864], [-0.00883, -1.15801, -2.14200], [-1.58480, -0.02909, -2.31106], [1.02232, -1.02379, 2.56360], [1.57591, -2.35664, 0.92151], [3.17473, 0.42116, 0.61740]], "lowdin_charge": [-0.247, 0.158, -0.255, 0.235, 0.472, -0.311, 0.017, 0.024, 0.008, -0.029, -0.013, 0.085, -0.080, -0.077, 0.013]}